(1)
The following is a DFT calculation (ωB97M-V with the def2-TZVPD basis set) of 11 unconnected molecules or ions with the total composition C42H65F9N8O11 at a distorted geometry.

```
135
Properties=species:S:1:pos:R:3:lowdin_charge:R:1
C 4.270 -0.856 -5.997 -0.16
H 7.286 0.164 0.537 0.10
H -4.805 0.433 2.845 0.11
O -1.321 3.450 1.694 0.13
H -1.386 -0.041 -5.398 0.11
N -2.984 -2.650 -1.547 0.04
C -4.858 -3.869 -2.354 -0.03
H -5.869 -4.010 -2.628 0.09
H 0.505 -0.283 0.503 0.08
H -1.959 -5.113 -3.527 0.12
H 6.199 0.053 -5.590 0.10
C 0.440 -4.783 1.607 -0.09
F 1.068 -2.137 -3.475 0.15
C 1.269 -4.460 0.564 -0.10
O 1.562 -1.562 -6.579 0.19
F 1.941 0.336 -1.434 0.18
H 1.809 -0.398 3.640 0.07
H -1.110 1.622 -2.171 0.09
O -3.338 2.478 -2.846 0.00
H 6.713 1.699 2.739 0.08
H 0.230 -1.651 1.642 0.07
H -4.090 0.844 -3.882 0.13
C -4.322 -2.821 -1.563 -0.10
H -5.956 2.351 -0.816 0.12
H -1.637 6.225 -1.095 0.08
H -2.109 4.736 -1.893 0.07
H -0.519 0.050 -2.571 0.08
C -1.134 5.153 3.354 -0.51
H 6.605 4.066 -0.293 0.08
C 1.207 -5.183 -0.555 -0.10
C 1.476 -2.831 -4.550 -0.54
H -2.046 -1.346 -4.256 0.09
H -6.009 4.350 3.007 0.11
H 5.750 5.398 0.634 0.08
N -1.215 -0.270 1.605 -0.16
F 4.057 0.150 -1.480 0.11
O -2.407 5.418 1.359 0.04
C 5.426 -0.592 -5.060 -0.05
N -3.832 -3.170 3.108 -0.18
H -2.403 -3.215 4.549 0.06
H 0.296 -4.229 2.511 0.09
H 4.006 4.969 -0.835 0.15
C -1.597 4.590 2.010 -0.36
H -1.430 1.248 0.153 0.07
C 3.005 0.968 -1.845 -0.50
H 6.310 0.591 3.999 0.07
H -2.636 -0.004 0.087 0.09
C 0.326 -6.252 -0.697 -0.13
C -3.239 1.413 -3.443 -0.36
C -2.126 -3.385 -2.194 -0.19
C 2.063 0.386 4.329 -0.04
H -3.784 5.573 -0.177 0.12
N 5.824 -0.054 2.013 -0.18
C -1.816 5.182 -0.957 -0.04
H -0.958 4.590 -0.674 0.08
O -5.393 -2.413 1.571 -0.04
C -3.927 -4.626 -3.012 -0.11
H -1.850 -3.565 2.575 0.06
C -2.845 -3.499 2.094 -0.05
C -5.895 3.524 0.920 -0.08
N -2.178 0.626 -3.609 -0.21
H 1.294 0.656 5.092 0.10
C -5.798 3.485 2.360 -0.11
C -0.195 -1.019 0.885 -0.01
F 0.378 -3.396 -5.096 0.13
C -3.472 -3.321 4.492 -0.05
H -1.019 -6.147 2.351 0.12
O 3.940 3.317 3.344 0.00
H -1.082 -2.998 -2.228 0.11
C -5.456 1.191 0.933 -0.08
H -5.685 -2.550 3.568 0.14
H -3.153 -0.294 -5.297 0.09
H 1.977 -3.674 0.472 0.10
C -5.737 2.348 0.258 -0.10
N 2.453 1.560 3.504 -0.16
H 2.122 1.284 1.565 0.08
C -0.921 0.958 -3.036 -0.05
H 3.625 4.023 0.634 0.10
H -2.731 -2.816 1.280 0.06
H -4.231 -5.427 -3.615 0.09
N -5.489 2.344 2.988 0.05
C 6.193 0.109 0.652 -0.06
H 5.769 -0.682 0.025 0.09
H -3.674 -4.385 4.727 0.10
H 2.925 0.108 4.895 0.05
H 0.171 -6.737 -1.660 0.10
H 3.752 0.014 -6.340 0.11
C 6.606 0.661 2.982 -0.05
O 3.345 -1.646 -5.126 0.01
H -3.902 -2.633 5.189 0.09
H -0.199 1.409 -3.767 0.11
H -0.696 -1.592 0.167 0.06
H -2.600 1.328 1.350 0.08
C 4.697 -0.700 2.297 -0.36
H 5.906 3.844 1.263 0.04
C -1.613 -0.520 2.887 -0.28
C -2.601 -4.373 -2.985 -0.10
F -0.393 6.265 3.168 0.16
F -2.297 5.589 3.969 0.12
H 4.342 -0.697 3.339 0.12
H 7.641 0.234 2.896 0.11
O 2.088 3.007 -1.075 0.16
H 5.866 1.069 0.184 0.09
C 4.338 4.089 -0.192 -0.15
H 0.629 1.850 2.388 0.08
H -3.228 3.987 0.143 0.12
F 2.234 -3.854 -4.211 0.18
C 3.564 2.299 3.879 -0.35
H -6.166 4.468 0.466 0.10
H -4.823 -2.035 -0.974 0.10
C 1.711 2.009 2.271 0.00
C 2.158 -1.919 -5.624 -0.43
H 1.908 3.012 1.927 0.07
F 2.952 1.141 -3.189 0.15
H -3.119 -4.514 1.617 0.13
H 4.125 1.804 4.697 0.13
C -5.022 -2.764 2.713 -0.34
C -0.370 -5.886 1.471 -0.17
C 5.764 4.347 0.335 -0.05
N -0.448 -6.653 0.355 0.06
H 4.325 -1.458 -6.920 0.14
H 4.987 -0.050 -4.216 0.06
C -2.242 -0.323 -4.693 -0.05
C -2.888 5.043 0.067 -0.21
C -5.225 1.293 2.271 -0.20
O 4.329 2.795 -0.909 0.03
C 3.101 2.389 -1.162 -0.42
F -0.482 4.274 4.079 0.20
H -5.152 0.341 0.372 0.09
H 1.815 -4.883 -1.412 0.10
H 5.949 -1.532 -4.851 0.09
O 3.938 -1.159 1.479 0.01
C -2.011 0.579 0.785 -0.08
H -2.357 0.125 3.280 0.12
O -1.097 -1.380 3.619 -0.04
```

As for the spin multiplicity: 1. As for the SMILES: CCOC(=O)C(F)(F)F.CCOC(=O)C(F)(F)F.CCOC(=O)C(F)(F)F.CN(C)C=O.CN(C)C=O.CN(C)C=O.CN(C)C=O.CN(C)C=O.c1ccncc1.c1ccncc1.c1ccncc1. The HOMO-LUMO gap is 0.34823 Eh. The net charge is 0. As for the highest occupied orbital energy: -9.013 eV. For the LUMO energy, the calculation gives 0.5 eV. The strongest force on any atom comes out at 3.58 eV/A.

(2)
The following is a DFT calculation (ωB97M-V with the def2-TZVPD basis set) of a molecular structure, C42H65FN2P2SSiV.

```
115
Properties=species:S:1:pos:R:3:lowdin_charge:R:1
H 3.576 0.639 -3.268 0.08
H -0.331 -0.086 4.122 0.07
C 0.108 1.924 5.868 -0.18
C -1.107 2.839 3.865 -0.20
P 1.162 -0.483 -1.663 1.07
H 2.279 1.596 -0.394 0.05
H 0.454 -2.751 -5.434 0.11
C 5.124 -1.532 -0.391 -0.19
H -3.109 1.362 0.282 -0.01
H 3.837 2.745 -4.466 0.10
C 3.524 -1.792 1.519 -0.20
H -3.000 6.218 -1.230 0.10
P -0.063 1.968 1.212 1.09
H -2.608 4.112 -2.430 0.09
C 1.502 -2.841 -5.129 -0.19
C 2.748 1.332 -3.285 -0.10
H 4.375 2.851 -0.752 0.11
H -2.404 2.233 -3.857 0.02
H 0.517 -1.125 6.698 0.10
H 1.056 -4.946 -4.868 0.10
H 1.462 -1.458 0.997 0.06
H -1.923 1.430 5.261 0.11
C -0.696 1.680 2.939 -0.39
C 4.062 -0.786 -1.200 -0.20
H -2.039 3.276 3.507 0.11
H 1.391 4.022 3.038 0.08
H 1.629 2.231 4.351 0.09
H 4.236 -0.962 -2.262 0.09
H 1.945 3.292 -0.600 0.13
H -0.373 3.642 3.886 0.09
C 3.381 4.255 2.254 -0.19
H 0.047 -2.701 7.364 0.12
C 0.002 -2.561 4.195 -0.87
H 1.896 -3.123 3.721 0.11
C -1.987 -1.943 5.509 -0.06
H 5.682 -1.889 1.670 0.11
C -2.200 4.236 -1.431 -0.10
H 3.367 -1.607 2.586 0.10
C 2.446 -1.073 0.714 -0.23
C 1.682 2.588 1.423 -0.41
Si -1.156 1.555 -1.776 0.57
C 3.893 2.870 0.229 -0.19
H -0.022 1.168 6.648 0.09
H -2.249 -1.234 4.722 0.06
H 1.725 -3.855 6.138 0.12
H 2.095 -2.750 -6.040 0.11
H 2.753 -4.560 -4.696 0.10
N 1.348 -2.659 4.426 0.02
H 3.740 5.014 0.274 0.12
H -2.094 6.524 1.060 0.10
H 2.531 -2.276 6.140 0.11
H -2.652 -2.802 5.420 0.09
H 4.361 2.077 0.828 0.10
H 6.119 -1.192 -0.690 0.11
C 2.649 -1.224 -0.803 -0.39
H 0.292 -3.153 -1.477 0.08
C 0.646 3.125 -3.411 -0.09
C 1.747 -4.205 -4.460 -0.19
H 2.828 -1.834 -3.768 0.10
H -1.755 3.041 5.926 0.11
H 0.926 0.191 2.972 0.08
C 1.548 1.034 -2.630 -0.37
C 2.407 2.564 0.077 -0.22
C -2.488 0.470 0.311 -0.24
C -0.978 3.369 0.452 -0.33
H 2.528 -3.804 -2.484 0.09
C 0.370 -2.185 6.462 -0.12
C 4.922 -1.342 1.108 -0.20
H -0.171 3.839 -3.457 0.10
C -1.264 2.305 5.287 -0.19
C 1.891 3.958 2.077 -0.20
C 1.580 -4.111 -2.938 -0.20
C -1.204 4.575 1.121 -0.10
H 0.553 2.794 6.358 0.11
C 0.265 0.707 3.673 -0.21
N -0.600 -2.341 5.385 -0.17
H -0.458 -3.456 -3.015 0.12
F -0.867 -2.003 -0.281 -0.51
H 2.551 -2.292 -1.034 0.10
C 0.477 -3.129 -2.550 -0.20
C 0.776 -1.685 -3.030 -0.39
S -0.731 -2.643 2.710 0.69
H 5.184 4.395 1.061 0.11
H 3.429 -2.874 1.359 0.12
H -0.821 4.728 2.118 0.08
C -2.467 1.422 -3.125 -0.20
H 5.072 -2.601 -0.630 0.12
H -0.139 -1.256 -3.452 0.11
C -1.477 3.190 -0.852 -0.28
C -2.429 5.428 -0.758 -0.08
C 4.116 4.212 0.918 -0.20
C 2.898 2.524 -3.974 -0.08
C 1.816 -1.700 -4.166 -0.21
H 1.449 4.727 1.436 0.11
H -2.351 0.479 -3.668 0.02
C 1.844 3.429 -4.038 -0.08
C 1.057 1.404 4.775 -0.18
H 2.151 1.832 2.067 0.10
H 1.806 -0.748 -4.691 0.10
H 1.959 4.364 -4.572 0.10
H 1.794 0.718 5.202 0.10
H 3.820 3.513 2.934 0.11
C -1.924 5.599 0.523 -0.08
V -0.806 -0.162 -0.074 0.35
H 2.458 -0.010 0.973 0.08
C 0.477 1.935 -2.693 -0.29
H 3.508 5.230 2.731 0.11
H 4.173 0.294 -1.034 0.10
H -1.609 1.122 2.721 0.09
C 1.627 -2.805 5.850 -0.14
H 5.047 -0.282 1.356 0.11
H 1.356 -5.094 -2.520 0.11
H -3.031 -0.444 0.588 0.00
H -2.132 -1.479 6.484 0.09
H -3.465 1.426 -2.680 0.03
```

As for the spin multiplicity: 2. The HOMO-LUMO gap (spin up / spin down) is 0.28376 / 0.26136 Eh. The net charge is 0. Its expectation value of S² is 0.917. The value obtained for the energy above the lowest of the compared OMol25 structures with the same formula, charge and spin is 0.0137 eV. As for the highest occupied orbital energy (spin up / spin down): -7.233 / -6.623 eV. For the LUMO energy (spin up / spin down), the calculation gives 0.5 / 0.5 eV. The strongest force on any atom comes out at 0.85 eV/A.